1.
C3H5NS2 in the gas phase in a non-equilibrium geometry. Source: the OMol25 dataset; level of theory: wB97M-V/def2-TZVPD.

Results
- DFT total energy (eV) = -26352.0586
- SMILES = CC1=NSCS1
- charge = 0

XYZ file:
```
11
C3H5NS2 | the OMol25 dataset | wB97M-V/def2-TZVPD
C 1.95 -0.55 -0.03
C 0.44 -0.27 -0.07
N -0.37 -1.21 -0.03
S -2.02 -0.84 -0.17
C -1.93 0.89 0.12
S -0.14 1.39 -0.19
H 2.29 -0.32 -1.03
H 2.47 -0.03 0.75
H 2.10 -1.59 0.13
H -2.55 1.37 -0.60
H -2.25 1.17 1.12
```

2.
C3H5NS3 in the gas phase in a non-equilibrium geometry. Source: the OMol25 dataset; level of theory: wB97M-V/def2-TZVPD.

Results
- DFT total energy (eV) = -37185.9202
- SMILES = CC(=S)S/C=N\S
- charge = 0

XYZ file:
```
12
C3H5NS3 | the OMol25 dataset | wB97M-V/def2-TZVPD
C -0.30 -1.27 -1.23
C -1.46 -0.36 -0.66
S -2.93 -0.66 -1.18
S -1.00 0.98 0.37
C 0.82 1.06 0.22
N 1.49 1.27 1.29
S 0.67 1.03 2.78
H 0.11 -0.72 -2.11
H 0.48 -1.60 -0.59
H -0.76 -2.23 -1.52
H 1.05 1.16 -0.84
H 1.82 1.35 3.45
```

3.
C3H5NS3 in the gas phase in a non-equilibrium geometry. Source: the OMol25 dataset; level of theory: wB97M-V/def2-TZVPD.

Results
- DFT total energy (eV) = -37184.4403
- SMILES = CN(S)C(=S)C=S
- charge = 0

XYZ file:
```
12
C3H5NS3 | the OMol25 dataset | wB97M-V/def2-TZVPD
C 0.45 1.59 -0.07
N 0.69 -0.07 0.25
S 2.31 -0.54 -0.28
C -0.32 -0.92 0.11
S -0.31 -2.53 -0.18
C -1.72 -0.64 0.55
S -2.90 -0.09 -0.49
H 1.37 2.05 0.33
H -0.46 1.90 0.38
H 0.74 1.83 -1.28
H 2.12 -1.64 -1.02
H -1.97 -0.93 1.70
```